{"formula": "C34H40N4O2P2Re", "method": "ωB97M-V/def2-TZVPD", "multiplicity": 4, "fmax_ev_per_a": 6.130, "e_above_lowest_kj_mol": 19.7, "homo_ha": [-0.45376, -0.47586], "total_charge": 2, "elements": ["Re", "C", "C", "C", "C", "C", "C", "C", "C", "C", "H", "H", "H", "H", "H", "H", "H", "H", "H", "H", "H", "H", "H", "H", "H", "P", "P", "N", "N", "N", "N", "C", "C", "C", "C", "C", "C", "C", "C", "C", "C", "C", "C", "C", "C", "C", "C", "C", "C", "H", "H", "H", "H", "H", "H", "H", "H", "H", "H", "H", "H", "H", "H", "H", "H", "H", "H", "H", "H", "O", "C", "O", "C", "C", "C", "C", "C", "C", "H", "H", "H", "H", "H"], "positions_angstrom": [[0.5517, -2.8638, -2.2231], [1.5803, -1.1425, -2.1338], [0.5553, -1.1283, -3.1935], [1.0536, -1.1628, -4.6498], [1.3051, -2.6247, -5.0734], [1.0915, -3.6463, -3.9470], [2.1003, -3.8794, -2.8767], [3.3088, -2.9551, -2.6728], [3.0351, -1.4374, -2.4422], [0.6344, -2.5707, -0.1044], [1.4165, -0.4336, -1.3047], [-0.3373, -0.5097, -2.9879], [1.9620, -0.5435, -4.7650], [0.2986, -0.7014, -5.3022], [0.6106, -2.8543, -5.8927], [2.2839, -2.7451, -5.5532], [0.5347, -4.5327, -4.2717], [2.2500, -4.9470, -2.6585], [4.0227, -3.0586, -3.5069], [3.8534, -3.3206, -1.7874], [3.6421, -1.0669, -1.6004], [3.3812, -0.8168, -3.2833], [1.6406, -2.9445, 0.1726], [-0.1209, -3.1163, 0.4920], [0.6048, -1.4915, 0.1675], [-1.7305, 0.2931, 0.3527], [0.6144, 2.7966, 0.7202], [-1.5429, -3.3067, -1.9043], [-3.1737, -0.4829, 0.1481], [2.2448, 2.6023, 0.4093], [0.2568, 4.0847, 1.7273], [-1.7770, 1.7898, -0.6951], [-0.4628, 2.6702, -0.7059], [-1.9672, -4.4652, -1.2737], [-3.3333, -4.6852, -1.5479], [-3.7865, -3.5582, -2.2835], [-2.6639, -2.7160, -2.4712], [-3.4471, -1.5921, 0.9883], [-4.7607, -1.9576, 0.8316], [-5.3364, -1.0944, -0.1767], [-4.3207, -0.2419, -0.6092], [2.9368, 1.3664, 0.2436], [4.2295, 1.6193, -0.1689], [4.3262, 3.0368, -0.3887], [3.1423, 3.6192, 0.0316], [1.1558, 4.7583, 2.6025], [0.4100, 5.4143, 3.5683], [-0.9749, 5.0914, 3.3508], [-1.0494, 4.2434, 2.2639], [-2.6438, 2.3784, -0.3309], [-2.0070, 1.4966, -1.7376], [0.1526, 2.3479, -1.5638], [-0.7872, 3.7065, -0.9032], [-1.2618, -5.0575, -0.6983], [-3.8989, -5.5717, -1.2838], [-4.7890, -3.3643, -2.6365], [-2.6099, -1.7676, -2.9865], [-2.6439, -1.9841, 1.5902], [-5.2678, -2.7526, 1.3712], [-6.3645, -1.1060, -0.5065], [-4.2708, 0.4986, -1.3902], [2.4785, 0.4192, 0.4743], [5.0346, 0.8955, -0.2473], [5.1808, 3.5399, -0.8208], [2.8417, 4.6474, 0.1085], [2.2174, 4.7566, 2.4164], [0.8073, 6.0157, 4.3708], [-1.8011, 5.4299, 3.9567], [-1.9029, 3.7645, 1.7906], [0.3939, 1.5365, 1.6091], [0.9444, 0.7068, 2.6284], [1.6918, -0.1881, 2.3119], [0.3964, 1.0515, 3.9454], [1.2803, 1.1378, 5.0188], [0.7962, 1.6218, 6.2303], [-0.5616, 1.9280, 6.3825], [-1.4466, 1.7391, 5.3135], [-0.9699, 1.3066, 4.0826], [2.3181, 0.8633, 4.8474], [1.4880, 1.7660, 7.0586], [-0.9310, 2.3169, 7.3398], [-2.5089, 1.9470, 5.4373], [-1.6041, 1.1815, 3.2067]]}

{"formula": "C34H40NO7", "method": "ωB97M-V/def2-TZVPD", "fmax_ev_per_a": 5.548, "homo_ha": -0.44020, "total_charge": 1, "elements": ["C", "C", "C", "C", "C", "C", "C", "C", "C", "C", "C", "N", "C", "C", "C", "O", "C", "C", "H", "H", "H", "H", "H", "H", "H", "H", "H", "H", "H", "H", "H", "H", "H", "H", "H", "H", "H", "H", "H", "H", "H", "H", "H", "H", "H", "H", "C", "C", "C", "O", "C", "C", "C", "O", "H", "H", "H", "H", "C", "C", "C", "O", "C", "C", "C", "O", "H", "H", "H", "H", "C", "C", "C", "O", "C", "C", "C", "O", "H", "H", "H", "H"], "positions_angstrom": [[2.0713, -2.1523, -0.5609], [2.4159, -0.5389, -0.4836], [3.3301, -0.0016, -1.7535], [3.4580, 1.6326, -1.7873], [2.0432, 2.4349, -2.0044], [1.8313, 3.5527, -0.7795], [0.2128, 3.7885, -0.4560], [-0.0954, 3.6797, 1.1574], [-0.3937, 2.0647, 1.4726], [-2.0110, 1.7737, 1.7550], [-2.5208, 0.3154, 1.2062], [-2.9328, 0.2842, -0.2490], [-4.3941, 0.5292, -0.6777], [-4.9147, 0.4627, -2.2453], [-3.8385, 0.0938, -3.4712], [-4.2372, 0.0106, -4.9016], [-2.2671, -0.1293, -2.9566], [-1.9231, -0.0223, -1.3471], [2.4210, -2.6243, 0.4707], [2.6381, -2.6969, -1.4482], [0.9098, -2.3731, -0.6327], [1.3876, 0.0658, -0.5271], [2.8933, -0.2695, 0.5738], [4.4112, -0.4511, -1.6270], [2.8542, -0.4286, -2.7437], [4.1600, 1.9188, -2.6821], [3.9827, 1.9875, -0.7784], [1.1039, 1.7438, -2.1378], [2.1372, 3.0819, -3.0018], [2.2601, 4.6071, -1.0971], [2.3807, 3.1105, 0.1835], [-0.0510, 4.8926, -0.7808], [-0.4663, 3.0609, -1.0966], [0.8227, 4.0453, 1.8265], [-1.0321, 4.3450, 1.3933], [0.2406, 1.8379, 2.4582], [0.0497, 1.3562, 0.6461], [-2.6562, 2.6890, 1.4155], [-2.1035, 1.7308, 2.9442], [-1.7025, -0.5320, 1.3889], [-3.4902, 0.0403, 1.8448], [-5.2205, 0.7775, 0.1314], [-6.0520, 0.6408, -2.5169], [-4.3630, -0.9440, -5.1865], [-1.4911, -0.3945, -3.7917], [-0.7883, -0.2053, -1.0480], [-2.8224, -4.6149, -7.2545], [-1.6897, -4.8599, -7.9201], [-0.8360, -3.7599, -8.4104], [0.2000, -3.9832, -9.0215], [-1.2815, -2.3794, -8.1352], [-2.4142, -2.1344, -7.4695], [-3.2679, -3.2345, -6.9793], [-4.3039, -3.0112, -6.3682], [-3.4605, -5.4101, -6.8887], [-1.3489, -5.8669, -8.1292], [-0.6434, -1.5842, -8.5010], [-2.7550, -1.1275, -7.2604], [3.1182, 1.4516, 4.4652], [3.5292, 0.9003, 5.6113], [3.4901, 1.6529, 6.8807], [3.8679, 1.1498, 7.9298], [2.9779, 3.0368, 6.8348], [2.5669, 3.5881, 5.6887], [2.6060, 2.8356, 4.4193], [2.2281, 3.3386, 3.3702], [3.1409, 0.9137, 3.5253], [3.9068, -0.1140, 5.6615], [2.9552, 3.5747, 7.7747], [2.1893, 4.6024, 5.6384], [-0.1302, -1.8621, 3.8126], [-1.3123, -2.4629, 3.9800], [-1.5209, -3.4588, 5.0495], [-2.6020, -4.0106, 5.2022], [-0.3737, -3.7637, 5.9274], [0.8084, -3.1630, 5.7600], [1.0170, -2.1671, 4.6905], [2.0981, -1.6153, 4.5378], [0.0398, -1.1299, 3.0327], [-2.1637, -2.2495, 3.3448], [-0.5437, -4.4959, 6.7073], [1.6598, -3.3764, 6.3952]]}

{"formula": "C34H41B2Br2ClFN5O13S2", "method": "ωB97M-V/def2-TZVPD", "fmax_ev_per_a": 8.511, "homo_ha": -0.27205, "total_charge": 0, "elements": ["C", "C", "C", "O", "C", "C", "C", "N", "C", "F", "B", "N", "O", "N", "C", "S", "O", "O", "C", "N", "S", "Cl", "N", "B", "O", "C", "C", "C", "C", "O", "O", "C", "Br", "C", "C", "Br", "H", "H", "H", "H", "H", "H", "H", "H", "H", "H", "H", "H", "H", "H", "H", "H", "H", "H", "H", "H", "H", "H", "H", "H", "H", "H", "H", "H", "H", "C", "C", "C", "O", "C", "C", "C", "O", "H", "H", "H", "H", "C", "C", "C", "O", "C", "C", "C", "O", "H", "H", "H", "H", "C", "C", "C", "O", "C", "C", "C", "O", "H", "H", "H", "H"], "positions_angstrom": [[1.4584, -0.5220, 6.2820], [0.8175, 0.6054, 5.3492], [1.1641, 0.4019, 3.7648], [1.4666, -0.9047, 3.3610], [1.1963, -1.4854, 2.1121], [1.4564, -3.0576, 2.3100], [0.4459, -4.0569, 2.9658], [0.2228, -5.2098, 2.3446], [2.4691, -1.0259, 1.1804], [2.8130, 0.4108, 1.4319], [3.9534, -1.5757, 1.4528], [4.5858, -2.5486, 2.3749], [5.0042, -0.9216, 0.6444], [1.9801, -0.9820, -0.1996], [2.6017, -1.5864, -1.3200], [2.8780, -3.4257, -1.4454], [4.1152, -3.5801, -2.3343], [1.7990, -4.1933, -2.1398], [1.1692, 0.2110, -0.2227], [1.5657, 1.3707, -0.8079], [0.8062, 2.9148, -0.7115], [3.0788, 1.4964, -1.6727], [-0.0552, 0.1612, 0.5473], [-1.2379, 0.5543, -0.3011], [-1.5778, 0.1220, -1.6231], [-2.2233, 1.7277, 0.3180], [-3.1257, 2.4950, -0.7365], [-0.2254, -1.1364, 1.3449], [-0.6649, -2.3587, 0.3658], [-1.3468, -3.3772, 0.6799], [-0.3144, -2.4256, -0.9902], [-1.4765, -0.8662, 2.2875], [-1.4259, -1.6198, 4.1936], [-2.9483, -1.3849, 2.0044], [-3.9455, -0.6211, 3.0729], [-3.8959, -1.3121, 0.2978], [1.1671, -0.2579, 7.3647], [1.0654, -1.5580, 6.0219], [2.6016, -0.4356, 6.2193], [1.2257, 1.6279, 5.6921], [-0.3246, 0.6953, 5.4867], [0.3837, 0.9903, 3.1484], [2.1180, 1.0582, 3.6829], [2.2545, -3.1187, 3.1479], [1.8174, -3.5529, 1.3372], [-0.0353, -4.0117, 4.0019], [-0.4038, -5.7770, 2.9345], [4.3575, -3.4946, 2.0100], [4.3131, -2.4521, 3.3606], [5.4030, -0.2751, 1.2797], [3.6463, -1.1305, -1.5326], [2.0183, -1.3367, -2.2879], [3.2854, -4.0093, -0.2240], [1.0053, 3.5215, 0.5220], [-1.3561, 0.8956, -2.2025], [-1.5334, 2.4856, 0.8443], [-2.8963, 1.2764, 1.1322], [-3.2481, 2.0355, -1.7633], [-4.1931, 2.5689, -0.2985], [-2.7692, 3.5853, -0.7892], [-1.5398, 0.2544, 2.5681], [-3.0391, -2.4971, 2.3084], [-3.4859, 0.3258, 3.5023], [-4.9038, -0.2759, 2.5279], [-4.3306, -1.3509, 3.8748], [4.6658, -7.5668, -6.4994], [5.3600, -8.0634, -5.4753], [5.5426, -7.2917, -4.2269], [6.1782, -7.7441, -3.2924], [4.9249, -5.9504, -4.1581], [4.2307, -5.4540, -5.1824], [4.0478, -6.2247, -6.4302], [3.4128, -5.7736, -7.3655], [4.5226, -8.1171, -7.4210], [5.8181, -9.0442, -5.5091], [5.0674, -5.3996, -3.2376], [3.7727, -4.4734, -5.1477], [-7.5708, 3.3077, -3.0743], [-6.3521, 3.4630, -2.5557], [-5.1975, 3.8240, -3.4054], [-4.0844, 3.9639, -2.9329], [-5.4463, 4.0075, -4.8514], [-6.6648, 3.8522, -5.3701], [-7.8196, 3.4912, -4.5202], [-8.9315, 3.3514, -4.9920], [-8.4273, 3.0429, -2.4671], [-6.1529, 3.3330, -1.4993], [-4.5897, 4.2722, -5.4586], [-6.8640, 3.9821, -6.4266], [0.2050, 6.4852, 0.0592], [0.8714, 7.6145, 0.2995], [0.3299, 8.6439, 1.2132], [0.9354, 9.6745, 1.4315], [-0.9767, 8.3710, 1.8496], [-1.6426, 7.2409, 1.6084], [-1.1013, 6.2124, 0.6954], [-1.7078, 5.1785, 0.4757], [0.5858, 5.7209, -0.6078], [1.8293, 7.8292, -0.1579], [-1.3577, 9.1348, 2.5158], [-2.6005, 7.0257, 2.0653]]}